[1]
C41H61BClN4O14S | ωB97M-V/def2-TZVPD

For the HOMO-LUMO gap, the calculation gives 0.305 Eh. Its total charge is +1. The spin multiplicity is 1. The max |F| is 3.23 eV/A.

Last column: Mulliken charge in e.
Atoms and positions in Å:
C (4.20, 0.31, 0.33)  -1.0411
C (3.24, -0.85, 0.60)  0.5494
O (3.37, -1.51, 1.61)  -0.5011
O (2.23, -1.22, -0.28)  -0.2933
C (1.22, -0.21, -0.43)  -0.1955
C (0.94, -0.02, -1.95)  -1.2625
C (1.82, 1.10, -2.54)  -1.1931
C (1.48, 2.56, -2.18)  0.0134
C (0.24, 3.31, -2.88)  3.8037
C (-0.15, 2.42, -4.05)  -0.1959
C (-1.25, 1.59, -4.08)  0.2573
C (-1.54, 0.77, -5.16)  -1.2641
C (-0.69, 0.79, -6.26)  -0.8430
C (0.41, 1.62, -6.12)  -0.6274
N (0.67, 2.38, -5.09)  -0.0856
C (-0.81, 3.39, -1.71)  -3.2202
N (-1.16, 2.09, -1.13)  0.0519
N (-1.93, 4.36, -1.79)  1.2131
B (-3.20, 3.83, -2.52)  1.5214
O (-3.28, 3.91, -3.87)  -0.7482
O (-4.20, 3.18, -1.82)  -0.6060
C (-2.49, 4.82, -0.45)  1.3180
C (-2.05, 4.29, 0.75)  -0.8344
C (-2.64, 4.80, 1.90)  -0.7827
C (-3.59, 5.78, 1.72)  -0.4185
N (-4.06, 6.28, 0.59)  -0.6127
C (-3.48, 5.78, -0.49)  -0.4513
C (-1.58, 5.64, -2.51)  -0.4085
C (-0.54, 5.51, -3.62)  -2.0815
C (0.81, 4.74, -3.25)  1.4154
C (1.42, 5.55, -2.08)  -1.4910
C (2.87, 6.09, -2.05)  -0.2840
C (4.03, 5.11, -1.84)  -1.1533
Cl (3.22, 7.43, -3.23)  -0.1813
C (1.51, 4.92, -4.64)  -1.8427
S (3.05, 4.13, -5.11)  1.2717
O (4.21, 4.97, -4.97)  -0.6607
O (2.87, 3.72, -6.48)  -0.6870
H (4.41, 0.48, -0.73)  0.3572
H (5.14, 0.06, 0.82)  0.4124
H (3.75, 1.22, 0.76)  0.2466
H (1.54, 0.74, 0.00)  0.1540
H (0.30, -0.52, 0.08)  0.2331
H (-0.13, 0.05, -2.17)  0.3598
H (1.28, -0.95, -2.40)  0.5795
H (2.00, 0.88, -3.60)  0.6450
H (2.80, 0.93, -2.08)  0.1808
H (1.45, 2.62, -1.08)  0.2437
H (2.39, 3.12, -2.45)  -1.1837
H (-1.95, 1.51, -3.25)  0.6376
H (-2.42, 0.13, -5.15)  0.5310
H (-0.86, 0.20, -7.15)  0.4707
H (1.10, 1.62, -6.96)  0.4769
H (-0.18, 3.83, -0.91)  0.4385
H (-0.46, 1.82, -0.45)  0.2024
H (-2.04, 2.08, -0.63)  0.5350
H (-4.17, 3.69, -4.17)  0.2725
H (-5.03, 3.65, -2.01)  0.3229
H (-1.27, 3.54, 0.79)  0.3160
H (-2.34, 4.47, 2.89)  0.4534
H (-4.02, 6.20, 2.64)  0.3934
H (-3.84, 6.22, -1.42)  0.3552
H (-1.24, 6.39, -1.79)  0.7137
H (-2.45, 6.10, -2.99)  0.3006
H (-1.03, 5.03, -4.48)  0.6352
H (-0.28, 6.53, -3.96)  0.4706
H (0.84, 6.47, -1.94)  0.3012
H (1.36, 5.06, -1.09)  0.2298
H (2.87, 6.66, -1.11)  0.6640
H (4.13, 4.29, -2.54)  0.1736
H (3.89, 4.68, -0.83)  0.3435
H (4.96, 5.68, -1.77)  0.4605
H (1.61, 6.00, -4.81)  0.7658
H (0.80, 4.66, -5.42)  0.7947
H (3.27, 2.98, -4.40)  0.0029
O (-1.07, -1.07, 2.72)  -0.7058
C (-0.81, -2.21, 2.42)  0.6407
O (-1.75, -3.12, 2.09)  -0.4642
C (-1.12, -4.41, 1.89)  0.0820
C (0.33, -4.10, 1.57)  -0.6915
C (0.56, -2.84, 2.38)  1.8493
H (-1.23, -5.00, 2.80)  -0.0662
H (-1.62, -4.93, 1.07)  0.1975
H (1.00, -4.92, 1.81)  0.5129
H (0.44, -3.88, 0.50)  0.0907
H (0.87, -3.07, 3.41)  -0.4210
H (1.28, -2.18, 1.91)  -1.0452
O (1.59, -3.57, 5.36)  -0.6308
C (1.74, -2.47, 5.80)  0.5436
O (1.31, -2.10, 7.03)  -0.3766
C (1.53, -0.69, 7.22)  -0.4213
C (2.63, -0.32, 6.24)  -0.5838
C (2.37, -1.29, 5.09)  -0.1361
H (0.60, -0.16, 7.02)  0.2607
H (1.82, -0.51, 8.26)  0.3316
H (2.61, 0.73, 5.95)  0.3424
H (3.61, -0.54, 6.68)  0.2821
H (1.65, -0.88, 4.37)  0.0868
H (3.28, -1.58, 4.58)  0.3578
O (-4.41, -7.89, 4.25)  -0.5863
C (-3.50, -7.51, 4.92)  0.5032
O (-2.25, -7.32, 4.42)  -0.3531
C (-1.34, -6.97, 5.49)  -0.2544
C (-2.23, -6.43, 6.59)  -0.5177
C (-3.51, -7.23, 6.40)  -0.4108
H (-0.80, -7.87, 5.79)  0.2771
H (-0.63, -6.23, 5.13)  0.2041
H (-1.79, -6.53, 7.58)  0.3585
H (-2.43, -5.37, 6.42)  0.2406
H (-3.49, -8.18, 6.94)  0.2649
H (-4.40, -6.66, 6.68)  0.2854
O (1.39, -7.54, -0.12)  -0.5813
C (0.26, -7.89, -0.26)  0.4321
O (-0.79, -7.02, -0.24)  -0.2594
C (-2.03, -7.75, -0.32)  -0.3820
C (-1.67, -9.09, -0.95)  -0.5773
C (-0.25, -9.31, -0.44)  -0.3581
H (-2.43, -7.87, 0.69)  0.2264
H (-2.74, -7.19, -0.92)  0.3540
H (-2.36, -9.89, -0.69)  0.3312
H (-1.65, -8.99, -2.04)  0.2722
H (-0.23, -9.81, 0.53)  0.2620
H (0.37, -9.85, -1.15)  0.2949

***

[2]
C14H37NO12V | ωB97M-V/def2-TZVPD

For the HOMO-LUMO gap, the calculation gives 0.329 Eh. Its total charge is -1. The spin multiplicity is 1. The max |F| is 4.02 eV/A.

Last column: natural (NBO) charge in e.
Atoms and positions in Å:
O (-2.53, 0.82, 0.41)  -0.7029
V (-1.19, 1.39, 1.22)  1.4339
O (0.21, 1.00, 0.55)  -0.7313
O (-1.46, 3.29, 1.08)  -0.6944
C (-0.73, 3.90, 2.12)  -0.1133
C (-1.05, 3.21, 3.38)  -0.0788
O (-1.02, 1.70, 3.11)  -0.8264
H (-0.82, 4.96, 2.09)  0.1724
H (0.36, 3.74, 1.93)  0.1523
H (-2.12, 3.43, 3.73)  0.1545
H (-0.44, 3.38, 4.23)  0.1713
C (5.47, -2.84, 0.95)  -0.2441
O (4.06, -2.89, 0.95)  -0.5524
C (3.58, -1.95, -0.01)  -0.0716
C (2.04, -1.83, -0.03)  -0.2350
N (1.42, -3.14, -0.22)  -0.6566
C (0.01, -3.29, 0.09)  -0.2417
C (-0.92, -3.07, -1.07)  -0.0635
O (-2.27, -3.25, -0.59)  -0.5687
C (-3.14, -2.26, -0.99)  -0.2614
H (5.79, -3.47, 1.77)  0.1896
H (5.85, -1.81, 0.99)  0.1658
H (5.76, -3.25, -0.01)  0.1590
H (3.92, -2.30, -0.99)  0.1598
H (4.04, -0.95, 0.23)  0.1786
H (1.90, -1.26, -0.92)  0.1934
H (1.64, -1.37, 0.91)  0.1981
H (1.97, -3.90, 0.19)  0.3759
H (-0.30, -2.53, 0.80)  0.1983
H (-0.22, -4.22, 0.55)  0.1959
H (-0.75, -3.79, -1.83)  0.1625
H (-0.83, -2.13, -1.58)  0.1801
H (-2.94, -1.30, -0.53)  0.2113
H (-4.09, -2.60, -0.62)  0.1842
H (-3.13, -2.10, -2.06)  0.1605
C (2.41, 1.76, -2.00)  -0.0875
C (3.35, 2.24, -0.85)  -0.0667
O (3.00, 1.89, 0.43)  -0.7384
O (1.08, 2.29, -2.08)  -0.7431
H (2.43, 0.71, -1.87)  0.1441
H (2.88, 1.90, -2.96)  0.1692
H (3.39, 3.32, -0.94)  0.1613
H (4.39, 1.92, -1.10)  0.1371
H (2.38, 1.17, 0.56)  0.5050
H (0.64, 1.80, -1.32)  0.5062
C (-1.86, 2.91, -4.28)  -0.0897
C (-1.96, 3.32, -2.83)  -0.1050
O (-2.99, 2.63, -2.18)  -0.7456
O (-3.12, 2.72, -4.86)  -0.7352
H (-1.35, 1.97, -4.44)  0.1560
H (-1.44, 3.76, -4.77)  0.1675
H (-2.30, 4.36, -2.75)  0.1600
H (-0.98, 3.22, -2.30)  0.2080
H (-2.55, 1.97, -1.60)  0.5015
H (-3.59, 2.22, -4.17)  0.4768
C (-1.93, -1.37, 3.22)  -0.0912
C (-2.91, -2.07, 2.41)  -0.1127
O (-2.57, -3.38, 2.11)  -0.7530
O (-0.96, -0.70, 2.41)  -0.7125
H (-1.46, -2.10, 3.95)  0.1723
H (-2.41, -0.54, 3.76)  0.1867
H (-3.06, -1.53, 1.49)  0.2026
H (-3.92, -2.09, 2.87)  0.1655
H (-2.28, -3.40, 1.20)  0.4910
H (-0.39, -0.20, 3.04)  0.5144

***

[3]
C11H20AlBBeBr2ClF6N3O8PS2 | ωB97M-V/def2-TZVPD

For the HOMO-LUMO gap, the calculation gives 0.055 Eh. Its total charge is +1. The spin multiplicity is 1. The max |F| is 7.91 eV/A.

Last column: natural (NBO) charge in e.
Atoms and positions in Å:
C (2.66, -1.20, 3.62)  -0.6422
C (2.46, -2.15, 2.36)  -0.7108
P (1.51, -1.37, 0.88)  0.7313
C (0.08, -2.62, 0.57)  -0.9261
C (0.76, 0.34, 1.29)  -0.4614
B (-0.37, 0.51, 2.46)  1.2474
O (-0.88, 1.81, 2.91)  -0.9845
N (-0.95, -0.77, 3.06)  -0.5683
C (-1.33, -0.61, 4.46)  -0.1871
C (-2.28, -0.94, 2.32)  -0.4702
O (-0.03, 0.63, 0.07)  -0.5224
C (0.63, 1.65, -0.67)  0.9742
O (0.05, 2.38, -1.48)  -0.5103
O (1.99, 1.61, -0.23)  -0.5844
C (2.03, 1.33, 1.23)  0.0699
C (1.98, 2.79, 1.89)  -0.3270
N (3.42, 3.26, 2.00)  -0.8440
H (3.34, -1.78, 4.35)  0.2343
H (3.25, -0.23, 3.37)  0.2191
H (1.70, -0.98, 4.20)  0.2365
H (2.00, -3.17, 2.64)  0.2550
H (3.53, -2.37, 1.95)  0.1406
H (0.60, -3.57, 0.18)  0.2646
H (-0.46, -2.93, 1.53)  0.2187
H (-0.64, -2.23, -0.24)  0.2730
H (-1.39, 2.15, 2.12)  0.4897
H (-2.05, 0.36, 4.67)  0.1249
H (-0.46, -0.57, 5.20)  0.3195
H (-1.97, -1.52, 4.74)  0.2493
H (-2.05, -0.67, 1.22)  0.2515
H (-2.63, -2.03, 2.41)  0.2576
H (-3.02, -0.20, 2.77)  0.2369
H (3.00, 0.73, 1.36)  0.2592
H (1.58, 2.75, 2.98)  0.3270
H (1.34, 3.56, 1.31)  -0.0100
H (3.77, 2.89, 2.90)  0.4176
H (3.94, 2.71, 1.29)  0.3608
Al (1.85, 4.16, -0.02)  0.9288
C (-1.60, 2.09, -4.39)  0.7117
F (-1.58, 2.92, -3.33)  -0.3041
F (-2.44, 2.63, -5.30)  -0.3116
F (-0.37, 2.15, -4.95)  -0.3271
S (-2.07, 0.38, -3.94)  2.2186
O (-3.41, 0.51, -3.39)  -0.8986
O (-1.06, -0.04, -2.99)  -0.9341
N (-1.97, -0.24, -5.40)  -1.2045
S (-2.31, -1.78, -5.44)  2.2275
O (-3.69, -2.14, -5.23)  -0.8549
O (-1.34, -2.68, -4.84)  -0.9027
C (-2.06, -1.99, -7.25)  0.7173
F (-0.75, -1.66, -7.65)  -0.2512
F (-2.87, -1.20, -7.97)  -0.2651
F (-2.27, -3.24, -7.67)  -0.2433
Br (1.14, 1.49, 4.45)  -0.5759
Cl (0.63, -0.56, -7.90)  0.5328
Be (4.43, -1.50, 0.69)  0.1818
Br (-3.38, 1.14, 4.82)  0.1449

***

[4]
C17H50O8 | ωB97M-V/def2-TZVPD

For the HOMO-LUMO gap, the calculation gives 0.377 Eh. The value obtained for the relative energy (zero: lowest compared OMol25 entry of this formula, charge and spin) is 400.4 kJ/mol. The spin multiplicity is 1. The max |F| is 2.91 eV/A. As for the structure (SMILES): CC(C)O.CCO.CCO.CCO.CCO.CCO.CCO.CCO.

Last column: Mulliken charge in e.
Atoms and positions in Å:
C (0.75, 2.82, 5.49)  -0.9610
C (-0.47, 2.08, 6.08)  -0.1771
O (-1.64, 2.58, 5.47)  -0.5164
H (0.70, 2.82, 4.40)  0.2760
H (1.70, 2.40, 5.82)  0.3217
H (0.70, 3.88, 5.75)  0.2643
H (-0.52, 2.26, 7.15)  0.2585
H (-0.34, 1.01, 5.96)  0.2274
H (-2.17, 3.08, 6.09)  0.3067
C (-0.98, -5.16, 5.98)  -1.0280
C (-2.12, -5.24, 6.96)  -0.1903
O (-2.36, -3.94, 7.46)  -0.5189
H (-0.11, -4.71, 6.46)  0.2850
H (-1.09, -4.49, 5.13)  0.3209
H (-0.68, -6.09, 5.51)  0.3273
H (-1.78, -5.98, 7.68)  0.2704
H (-3.02, -5.58, 6.46)  0.2306
H (-2.75, -3.39, 6.77)  0.3027
C (-3.91, 2.27, -7.32)  -0.9456
C (-3.14, 1.06, -6.73)  -0.2124
O (-1.78, 1.00, -7.13)  -0.5369
H (-3.75, 2.37, -8.39)  0.2857
H (-3.63, 3.18, -6.81)  0.2500
H (-4.97, 2.11, -7.12)  0.3220
H (-3.63, 0.16, -7.10)  0.2476
H (-3.22, 0.94, -5.65)  0.2880
H (-1.35, 0.19, -6.85)  0.3017
C (1.73, -7.90, -1.42)  -0.9044
C (0.47, -7.00, -1.52)  -0.2949
O (0.70, -6.03, -2.50)  -0.5065
H (2.45, -7.43, -0.75)  0.2956
H (2.04, -8.22, -2.42)  0.2597
H (1.52, -8.82, -0.87)  0.3162
H (0.18, -6.58, -0.55)  0.2704
H (-0.40, -7.54, -1.90)  0.2657
H (1.20, -5.34, -2.04)  0.2968
C (-0.58, -0.61, -0.42)  -0.8491
C (0.87, -0.78, 0.20)  -0.2933
O (1.70, -1.64, -0.63)  -0.5178
H (-1.05, -1.57, -0.24)  0.2493
H (-0.48, -0.41, -1.49)  0.2602
H (-1.08, 0.16, 0.17)  0.3047
H (0.92, -1.26, 1.18)  0.2622
H (1.39, 0.16, 0.35)  0.3034
H (2.63, -1.41, -0.55)  0.2819
C (1.61, 6.28, -1.46)  -1.0032
C (0.03, 6.05, -1.49)  -0.2333
O (-0.41, 5.99, -2.85)  -0.5017
H (2.02, 6.22, -0.45)  0.3272
H (1.79, 7.26, -1.90)  0.2752
H (2.12, 5.52, -2.05)  0.2804
H (-0.41, 6.91, -0.99)  0.2821
H (-0.26, 5.12, -0.99)  0.2623
H (-1.31, 6.31, -2.74)  0.3108
C (-8.87, 2.79, 1.62)  -0.9632
C (-7.36, 2.83, 1.75)  -0.2521
O (-6.86, 1.68, 2.46)  -0.5135
H (-9.47, 2.89, 2.52)  0.2899
H (-9.16, 1.89, 1.08)  0.2687
H (-9.10, 3.70, 1.07)  0.3096
H (-6.93, 3.66, 2.31)  0.2945
H (-6.81, 2.94, 0.81)  0.2604
H (-6.06, 2.04, 2.84)  0.3056
C (7.71, -0.30, -3.92)  -1.3152
C (8.46, -0.20, -2.66)  0.7504
C (8.29, 1.12, -2.00)  -1.4241
O (7.77, -1.08, -1.78)  -0.5641
H (6.67, -0.63, -3.96)  0.3367
H (8.23, -1.06, -4.50)  0.3662
H (7.70, 0.66, -4.43)  0.3111
H (9.53, -0.40, -2.76)  0.2012
H (7.25, 1.25, -1.67)  0.3263
H (8.55, 1.96, -2.64)  0.3866
H (8.92, 1.17, -1.12)  0.3250
H (7.68, -1.94, -2.20)  0.3000